26
Properties=species:S:1:pos:R:3:forces:R:3:lowdin_charge:R:1 method="wB97M-V/def2-TZVPD" e_homo_ev="-15.45 / -14.95" spin_multiplicity=2 orbital_gap_ev="6.56 / 4.44" total_energy_ha=-1417.42664 total_charge=+2 s_squared=0.76
Ca 10.58712 -34.90928 -28.31462 -0.5 1.1 0.2 1.240
I 9.10756 -32.52920 -27.38872 0.6 -1.2 -0.3 -0.056
C 8.85533 -31.46989 -20.47964 -0.3 1.2 -0.4 -0.075
O 8.41652 -32.55153 -21.29139 0.5 -0.4 -1.3 -0.155
C 7.88383 -32.12462 -22.54857 0.0 -1.1 -0.1 -0.156
C 7.97151 -33.25681 -23.69613 1.1 1.6 3.6 -0.132
N 7.02849 -34.35699 -23.46283 1.0 2.7 -4.9 0.206
C 6.83632 -35.03576 -24.76776 -0.2 -2.0 0.9 -0.143
C 6.01930 -36.31163 -24.49180 0.2 0.3 -0.3 -0.217
O 6.79278 -37.11655 -23.66163 0.7 -1.6 -0.7 -0.154
C 6.86223 -38.51328 -24.07352 -0.2 -0.1 -0.5 -0.049
H 9.71496 -30.93348 -20.88137 0.7 -0.7 -0.2 0.095
H 9.03832 -31.77053 -19.44801 -0.2 -0.3 -0.3 0.108
H 8.13401 -30.65545 -20.54672 -0.6 -0.1 0.6 0.092
H 8.34775 -31.21235 -22.92359 0.4 0.0 -0.1 0.130
H 6.85196 -31.85157 -22.32767 -0.5 -0.1 -0.5 0.131
H 9.01735 -33.49647 -23.88818 0.2 -1.0 0.8 0.130
H 7.85440 -32.81752 -24.68680 -1.2 0.3 -0.3 0.046
H 6.14196 -33.88244 -23.36808 -0.9 -0.3 1.8 0.162
H 7.75878 -35.24827 -25.30814 0.4 -0.2 0.7 0.107
H 6.33686 -34.39376 -25.49334 -0.7 0.5 0.4 0.147
H 5.78874 -36.76348 -25.45657 -0.2 -0.2 0.0 0.129
H 5.09744 -36.08528 -23.95603 -0.3 0.3 -0.3 0.140
H 5.97789 -39.09249 -23.80791 0.1 0.2 0.9 0.101
H 7.80163 -38.97782 -23.77378 -0.3 0.3 0.7 0.096
H 6.84545 -38.68028 -25.15052 0.2 0.9 -0.5 0.079